An isolated molecule of C5H8N2, computed with ωB97M-V/def2-TZVPD.

Energy relative to the best compared isomer or geometry (same formula, charge and spin) in eV: 4.956
Gap between HOMO and LUMO (spin up / spin down) in Eh: 0.281 / 0.281
E in a.u.: -304.65338
Highest occupied orbital energy (spin up / spin down) in eV: -7.753 / -7.817
Strongest force on any atom in eV Å⁻¹: 1.0
Lowest unoccupied orbital energy (spin up / spin down) in Eh: -0.00373 / -0.00625
Charge: 0

Last column: Löwdin charge in e.
Element x y z (Å)
1 N 2.1591 -0.6356 -0.2638  0.024
2 C 1.0934 -0.0837 0.5033  -0.300
3 C 0.9466 1.3319 0.7537  -0.147
4 N 0.0394 2.1149 0.6235  0.100
5 C -0.5001 -0.2039 -0.4175  -0.365
6 C -1.2133 1.0422 -0.0087  -0.088
7 C -1.4725 -1.1769 -0.2244  0.043
8 H 2.9771 -0.7636 0.3227  0.079
9 H 2.4340 -0.0400 -1.0381  0.083
10 H 0.9772 -0.6540 1.4248  0.132
11 H -0.0820 -0.1855 -1.4272  0.128
12 H -1.8585 0.9293 0.8608  0.094
13 H -1.7555 1.4941 -0.8396  0.097
14 H -1.7361 -1.9055 -0.9855  0.059
15 H -2.0090 -1.2636 0.7161  0.060

Forces on atoms 1 to 2 (eV/Å):
0.2 0.2 0.0
-0.3 -0.3 0.2